Density functional theory data (ωB97M-V with the def2-TZVPD basis set) for C34H34F2N7O6SV as an isolated structure in a non-equilibrium geometry.

**LUMO (spin up / spin down)**: 2.26 / 2.25 eV
**Spin multiplicity**: 4
**<S²>**: 3.762
**Total charge**: -1
**Max |F|**: 0.0334 hartree/bohr
**Energy relative to the best compared isomer or geometry (same formula, charge and spin)**: 0.615 eV
**HOMO energy (spin up / spin down)**: -3.9 / -4.9 eV

Last column: Löwdin spin population.
CARTESIAN COORDINATES (ANGSTROEM)
V 0.161 0.446 -0.139  2.60
C 5.010 -0.088 -2.542  0.00
C 3.724 0.572 -2.036  0.00
C 4.019 1.962 -1.460  0.00
C 2.659 0.682 -3.113  0.00
C 2.991 1.284 -4.322  0.00
C 2.041 1.462 -5.314  0.00
C 0.745 1.031 -5.082  0.00
C 0.371 0.402 -3.891  0.01
C -1.102 -0.001 -3.778  0.00
C -1.359 -1.447 -3.341  0.00
C -1.890 1.008 -2.929  0.02
C 1.348 0.228 -2.895  0.01
N 1.060 -0.427 -1.648  0.02
C 1.514 -1.740 -1.579  0.01
C 1.931 -2.509 -2.677  0.00
C 2.348 -3.829 -2.539  0.00
C 2.374 -4.445 -1.295  0.00
C 1.981 -3.707 -0.184  0.00
C 1.576 -2.409 -0.355  0.00
F 1.219 -1.712 0.777  0.03
H 5.664 -0.315 -1.695  0.00
H 5.565 0.570 -3.218  0.00
H 4.799 -1.022 -3.069  0.00
H 3.344 -0.042 -1.225  0.00
H 4.444 2.610 -2.234  0.00
H 4.725 1.898 -0.628  0.00
H 3.111 2.437 -1.082  0.00
H 4.010 1.623 -4.483  0.00
H 2.306 1.929 -6.256  0.00
H -0.011 1.174 -5.847  0.00
H -1.489 0.082 -4.794  0.00
H -1.074 -1.625 -2.309  0.00
H -0.811 -2.144 -3.982  0.00
H -2.427 -1.668 -3.419  0.00
H -1.455 1.120 -1.938  0.01
H -2.924 0.678 -2.796  0.00
H -1.885 1.993 -3.405  0.00
H 1.921 -2.049 -3.657  0.00
H 2.650 -4.381 -3.422  0.00
H 2.697 -5.472 -1.183  0.00
H 1.993 -4.121 0.819  0.00
N 0.984 -0.300 7.222  0.00
C 1.365 0.155 5.962  0.00
C 1.649 1.507 5.754  0.00
C 2.055 1.954 4.510  0.00
C 2.193 1.050 3.464  0.00
C 1.929 -0.303 3.662  0.00
C 1.516 -0.746 4.906  0.00
S 2.678 1.602 1.876  0.01
O 3.448 0.546 1.280  0.00
O 3.243 2.910 2.030  0.00
N 1.305 1.683 0.978  0.02
C 0.217 2.442 1.374  0.04
N -0.891 2.031 0.676  0.02
C -2.000 2.737 0.821  0.04
C -2.068 3.805 1.701  0.00
C -0.931 4.064 2.444  0.04
N 0.216 3.401 2.292  0.00
H 0.565 0.382 7.831  0.00
H 0.526 -1.195 7.247  0.00
H 1.549 2.207 6.578  0.00
H 2.265 3.000 4.330  0.00
H 2.067 -1.004 2.846  0.00
H 1.322 -1.801 5.068  0.00
H -2.857 2.410 0.240  0.00
H -2.976 4.379 1.824  0.00
H -0.930 4.841 3.202  0.00
F 0.315 -4.089 3.023  0.00
C -0.939 -3.620 3.085  0.00
C -1.288 -2.487 2.485  0.00
N -2.573 -1.983 2.535  0.00
C -2.919 -0.744 1.802  0.00
C -2.648 -0.907 0.312  0.01
O -3.555 -1.233 -0.427  0.01
O -1.415 -0.678 -0.036  0.03
C -3.577 -2.646 3.220  0.00
O -4.723 -2.257 3.313  0.00
N -3.159 -3.819 3.834  0.00
C -1.894 -4.394 3.857  0.00
O -1.669 -5.413 4.473  0.00
H -0.576 -1.915 1.910  0.00
H -2.337 0.083 2.203  0.00
H -3.975 -0.584 1.965  0.00
H -3.878 -4.312 4.338  0.00